Record 1
{"formula": "C35H95HgN8O9", "method": "the ωB97M-V functional and the def2-TZVPD basis", "homo_lumo_gap_ev": 6.1540, "de_lowest_kcal_mol": 135.5, "homo_energy_ha": -0.3809, "multiplicity": 1, "total_charge": 1, "symbols": ["Hg", "C", "C", "C", "O", "H", "H", "H", "H", "H", "H", "H", "C", "C", "C", "O", "C", "N", "H", "H", "H", "H", "H", "H", "H", "H", "H", "H", "H", "C", "C", "C", "O", "C", "N", "H", "H", "H", "H", "H", "H", "H", "H", "H", "H", "H", "C", "C", "C", "O", "C", "N", "H", "H", "H", "H", "H", "H", "H", "H", "H", "H", "H", "C", "C", "C", "O", "C", "N", "H", "H", "H", "H", "H", "H", "H", "H", "H", "H", "H", "C", "C", "C", "O", "C", "N", "H", "H", "H", "H", "H", "H", "H", "H", "H", "H", "H", "C", "C", "C", "O", "C", "N", "H", "H", "H", "H", "H", "H", "H", "H", "H", "H", "H", "C", "C", "C", "O", "C", "N", "H", "H", "H", "H", "H", "H", "H", "H", "H", "H", "H", "C", "C", "C", "O", "C", "N", "H", "H", "H", "H", "H", "H", "H", "H", "H", "H", "H"], "positions_angstrom": [[-0.5758, -1.4131, -3.8414], [-1.4071, 1.2146, -0.6672], [-0.4275, 0.0625, -0.4521], [-0.8170, -0.7100, 0.7802], [-0.2570, -0.6915, -1.5934], [-2.4301, 0.8424, -0.6116], [-1.2107, 1.6534, -1.6454], [-1.1868, 1.9875, 0.0692], [0.5633, 0.4487, -0.2128], [-1.8626, -1.0019, 0.6822], [-0.7035, -0.1696, 1.7200], [-0.4262, -1.7225, 0.8816], [0.8847, 2.2570, 2.7110], [2.3181, 2.5296, 3.0538], [3.2536, 2.8273, 1.8431], [4.5834, 2.7639, 2.3763], [5.5329, 2.9420, 1.3713], [2.3184, 3.7023, 3.9408], [0.7839, 1.3765, 2.0764], [0.3896, 3.0710, 2.1815], [0.1943, 2.0257, 3.5221], [2.7146, 1.6891, 3.6234], [2.9919, 3.8271, 1.4967], [3.0380, 2.1505, 1.0163], [6.5052, 2.6523, 1.7698], [5.5700, 3.9716, 1.0157], [5.3437, 2.2583, 0.5437], [2.9489, 4.4514, 3.6932], [1.3808, 4.0708, 3.8685], [-1.1269, 4.7852, -2.1597], [-0.8758, 5.5113, -0.8681], [0.5483, 6.2546, -0.7336], [1.5932, 5.2053, -0.7397], [2.9375, 5.7356, -0.7802], [-1.9144, 6.5069, -0.7839], [-1.2506, 5.4593, -3.0073], [-1.9867, 4.1170, -2.1128], [-0.2981, 4.1537, -2.4799], [-0.9374, 4.8252, -0.0234], [0.6386, 6.9708, 0.0831], [0.7730, 6.8185, -1.6389], [3.6248, 4.9168, -0.9932], [3.3311, 6.1106, 0.1645], [3.0453, 6.5296, -1.5191], [-1.9438, 6.9586, 0.1190], [-2.7979, 6.0293, -0.8908], [0.8121, -6.4408, 0.3118], [-0.4375, -5.7002, -0.0544], [-1.1439, -4.9834, 1.1608], [-1.2866, -5.7461, 2.3748], [-2.3376, -6.7294, 2.2841], [-0.0877, -4.7618, -1.0699], [1.5639, -5.7733, 0.7328], [1.3738, -6.9346, -0.4811], [0.6067, -7.0869, 1.1653], [-1.1772, -6.4167, -0.4115], [-2.0515, -4.5145, 0.7806], [-0.4806, -4.1589, 1.4220], [-2.0856, -7.5427, 1.6035], [-3.3272, -6.2859, 2.1741], [-2.3270, -7.4213, 3.1263], [0.4019, -4.0450, -0.5536], [0.6354, -5.0418, -1.7171], [3.5796, -3.9310, 0.2205], [2.4382, -2.9295, 0.3380], [2.6530, -1.7971, 1.3403], [2.2585, -2.1898, 2.6241], [2.5077, -1.1717, 3.5714], [2.0929, -2.4398, -0.9702], [3.3288, -4.6887, -0.5218], [3.6361, -4.4927, 1.1530], [4.5531, -3.4908, 0.0045], [1.5515, -3.4614, 0.6826], [1.9973, -0.9758, 1.0514], [3.6857, -1.4527, 1.2869], [2.7161, -0.2130, 3.0965], [3.2897, -1.4070, 4.2933], [1.6500, -1.1257, 4.2426], [2.8441, -1.8242, -1.2476], [1.3464, -1.7860, -0.7819], [-2.6560, 0.2488, 4.5512], [-2.6315, 0.4431, 6.0573], [-3.8297, -0.1407, 6.7640], [-5.0519, 0.5501, 6.4153], [-6.0984, 0.2427, 7.3425], [-1.3680, -0.1022, 6.4715], [-3.5776, 0.6384, 4.1190], [-2.5934, -0.7528, 4.1257], [-1.9405, 0.8973, 4.0457], [-2.6241, 1.5165, 6.2464], [-3.7219, 0.0177, 7.8370], [-3.8355, -1.2196, 6.6090], [-6.0578, 0.7212, 8.3210], [-6.1823, -0.8365, 7.4711], [-6.9812, 0.6261, 6.8309], [-1.3842, -1.1017, 6.3273], [-0.7220, 0.2116, 5.7613], [2.4203, 2.5599, -2.4386], [3.4770, 1.5333, -2.8879], [3.2591, 0.1953, -2.0098], [4.1620, -0.8584, -2.1709], [5.5019, -0.5387, -1.8293], [3.2883, 1.2557, -4.2764], [1.4327, 2.4259, -2.8799], [2.8452, 3.5363, -2.6714], [2.3264, 2.5585, -1.3527], [4.5076, 1.8268, -2.6887], [2.2856, -0.2540, -2.2062], [3.0507, 0.4061, -0.9609], [5.5099, -0.1383, -0.8155], [5.9694, 0.1145, -2.5661], [6.1033, -1.4432, -1.9208], [3.5267, 2.1611, -4.6553], [4.1569, 0.8106, -4.5364], [-3.6678, -4.5887, -2.2695], [-3.2257, -3.1575, -2.5261], [-3.4264, -2.1609, -1.3856], [-4.7138, -1.9580, -0.7978], [-4.8118, -0.8819, 0.1133], [-1.8345, -3.2714, -2.9631], [-3.2135, -5.1493, -1.4525], [-3.3506, -5.2431, -3.0814], [-4.7343, -4.7012, -2.0748], [-3.7990, -2.9244, -3.4234], [-3.2075, -1.1856, -1.8203], [-2.7168, -2.4514, -0.6109], [-4.7597, 0.0581, -0.4361], [-4.0950, -0.9730, 0.9293], [-5.8397, -0.9259, 0.4732], [-1.8333, -4.0408, -3.6174], [-1.3160, -3.7591, -2.2465], [0.3087, 2.7399, -5.5081], [-0.3014, 1.5221, -4.7983], [-1.7673, 1.3176, -5.1869], [-2.2555, 0.3053, -4.2671], [-3.6737, 0.2046, -4.3610], [0.5974, 0.4174, -5.0560], [-0.3324, 3.6203, -5.4638], [0.4684, 2.4166, -6.5367], [1.2903, 3.0564, -5.1555], [-0.2485, 1.5599, -3.7103], [-1.9591, 1.0975, -6.2371], [-2.2775, 2.2611, -4.9930], [-4.2068, 1.0546, -3.9349], [-4.1256, -0.5957, -3.7751], [-3.8327, 0.0807, -5.4322], [1.5510, 0.6712, -4.8403], [0.5923, 0.4784, -6.0641]]}


Record 2
{"formula": "C14H34Cl8N6O12", "method": "the ωB97M-V functional and the def2-TZVPD basis", "homo_lumo_gap_ev": 9.8446, "smiles": "C[N+](=O)[O-].C[N+](=O)[O-].C[N+](=O)[O-].C[N+](=O)[O-].C[N+](=O)[O-].C[N+](=O)[O-].ClCCCl.ClCCCl.ClCCCl.ClCCCl", "homo_energy_ha": -0.3752, "multiplicity": 1, "total_charge": 0, "symbols": ["C", "N", "O", "O", "H", "H", "H", "C", "N", "O", "O", "H", "H", "H", "C", "N", "O", "O", "H", "H", "H", "C", "N", "O", "O", "H", "H", "H", "C", "N", "O", "O", "H", "H", "H", "C", "N", "O", "O", "H", "H", "H", "Cl", "C", "C", "Cl", "H", "H", "H", "H", "Cl", "C", "C", "Cl", "H", "H", "H", "H", "Cl", "C", "C", "Cl", "H", "H", "H", "H", "Cl", "C", "C", "Cl", "H", "H", "H", "H"], "positions_angstrom": [[1.7033, 3.5575, 4.1216], [1.1102, 3.7928, 2.7779], [0.2522, 4.6330, 2.6723], [1.5218, 3.1082, 1.8706], [1.3161, 4.2610, 4.8429], [2.7809, 3.6003, 4.0049], [1.4276, 2.5437, 4.4060], [0.0237, 0.3958, 0.6631], [0.7389, -0.1514, -0.4954], [0.1085, -0.8916, -1.2221], [1.9242, 0.0469, -0.5795], [-0.6421, -0.3582, 1.0651], [-0.6148, 1.2311, 0.3695], [0.7108, 0.7528, 1.4190], [-1.9476, 5.4292, 0.3525], [-2.8380, 4.4384, -0.2874], [-3.5266, 4.8085, -1.2250], [-2.8426, 3.3090, 0.1696], [-0.9118, 5.1075, 0.3570], [-2.2555, 5.5836, 1.3811], [-2.0301, 6.3534, -0.2089], [2.6857, -1.4301, 2.7789], [1.8639, -2.6277, 2.4489], [1.0394, -2.5468, 1.5569], [2.1145, -3.6450, 3.0641], [2.2932, -0.5772, 2.2405], [3.7041, -1.6313, 2.4588], [2.6531, -1.2780, 3.8514], [-1.6083, -4.3278, 3.9168], [-1.9378, -3.1131, 3.1355], [-2.9487, -3.1484, 2.4893], [-1.1753, -2.1792, 3.1968], [-0.5572, -4.5368, 3.7546], [-2.2698, -5.0999, 3.5474], [-1.8230, -4.1226, 4.9600], [-5.3786, 1.6606, 0.6847], [-4.2143, 0.7530, 0.8865], [-3.6972, 0.7072, 1.9867], [-3.8543, 0.1171, -0.0864], [-5.3801, 2.4017, 1.4698], [-6.2717, 1.0441, 0.7392], [-5.2343, 2.0595, -0.3100], [-4.6741, -4.4998, -1.8527], [-3.7587, -3.1937, -1.0427], [-2.7813, -2.5411, -1.9763], [-1.3978, -3.5750, -2.3784], [-3.2386, -3.6262, -0.1951], [-4.4919, -2.4550, -0.7366], [-2.4013, -1.6113, -1.5522], [-3.2658, -2.2433, -2.9081], [-0.2527, -1.6698, -6.1635], [0.2590, -0.9631, -4.6300], [1.7455, -0.7885, -4.5382], [2.3605, 0.4368, -5.6954], [-0.0276, -1.6458, -3.8284], [-0.2338, -0.0160, -4.4209], [2.2688, -1.7220, -4.7235], [2.0106, -0.4007, -3.5553], [4.8989, -1.4480, -0.5105], [3.5447, -2.3822, -1.2250], [3.8872, -3.8470, -1.3502], [4.0492, -4.6286, 0.2436], [3.3274, -1.9449, -2.1931], [2.6940, -2.2561, -0.5626], [4.8398, -3.9853, -1.8561], [3.1240, -4.3849, -1.9090], [4.0330, 1.7177, -2.7604], [3.2559, 2.8143, -1.5991], [2.1475, 3.5434, -2.3148], [1.2019, 4.5230, -1.1525], [4.0177, 3.5053, -1.2470], [2.8866, 2.2366, -0.7578], [1.4366, 2.8341, -2.7310], [2.5225, 4.1858, -3.1025]]}


Record 3
{"formula": "C23H56B2IN2O5", "method": "the ωB97M-V functional and the def2-TZVPD basis", "homo_lumo_gap_ev": 6.9000, "homo_energy_ha": -0.1610, "multiplicity": 1, "total_charge": -1, "symbols": ["C", "C", "C", "C", "C", "C", "C", "C", "B", "C", "O", "C", "C", "C", "C", "I", "B", "O", "O", "C", "C", "H", "H", "H", "H", "H", "H", "H", "H", "H", "H", "H", "H", "H", "H", "H", "H", "H", "H", "H", "H", "H", "H", "H", "H", "H", "H", "H", "H", "H", "H", "H", "H", "H", "H", "C", "C", "C", "O", "C", "N", "H", "H", "H", "H", "H", "H", "H", "H", "H", "H", "H", "C", "C", "C", "O", "C", "N", "H", "H", "H", "H", "H", "H", "H", "H", "H", "H", "H"], "positions_angstrom": [[-1.0547, -1.7287, 7.0312], [-0.8965, -0.2341, 7.3276], [-0.1691, 0.5196, 6.2151], [-1.0949, 1.0582, 5.1025], [-0.7862, 0.4633, 3.7290], [-1.2111, 1.3548, 2.5774], [-1.1323, 0.6600, 1.2015], [-0.8503, 1.6653, 0.0813], [-0.5186, 0.9634, -1.3757], [-0.6898, 2.1194, -2.5517], [0.3891, 3.0939, -2.5945], [0.1053, 4.3176, -1.9767], [1.0094, 0.3434, -1.5077], [2.1214, 1.1817, -0.8688], [3.4104, 1.2017, -1.6966], [2.6523, 0.3178, 1.0740], [-1.7297, -0.2032, -1.6537], [-2.9481, 0.1419, -2.3221], [-1.7152, -1.5639, -1.2485], [-1.0162, -2.4573, -2.0916], [-1.0919, -2.1420, -3.5752], [-1.9979, -1.9484, 6.5427], [-1.0189, -2.3170, 7.9429], [-0.2563, -2.0822, 6.3886], [-0.3167, -0.1556, 8.2446], [-1.8693, 0.2001, 7.5412], [0.4242, 1.3288, 6.6321], [0.5444, -0.1670, 5.7748], [-1.0073, 2.1399, 5.0589], [-2.1242, 0.8381, 5.3762], [0.2694, 0.2220, 3.6511], [-1.3573, -0.4636, 3.6505], [-0.6438, 2.2822, 2.5822], [-2.2513, 1.6426, 2.7518], [-2.1073, 0.2212, 1.0431], [-0.3885, -0.1278, 1.2721], [-1.7689, 2.2485, -0.0501], [-0.0998, 2.3752, 0.4382], [-0.7252, 1.6552, -3.5391], [-1.6555, 2.6196, -2.4262], [0.5168, 4.3605, -0.9634], [-0.9606, 4.5408, -1.9564], [0.5909, 5.1119, -2.5493], [1.2606, 0.3119, -2.5709], [1.0968, -0.6746, -1.1331], [1.8214, 2.2085, -0.7235], [3.5706, 0.2711, -2.2240], [4.2459, 1.3534, -1.0225], [3.4071, 2.0560, -2.3658], [-3.4123, 0.7675, -1.7327], [0.0352, -2.5536, -1.8102], [-1.4561, -3.4436, -1.9455], [-2.1014, -1.9301, -3.9020], [-0.4103, -1.3526, -3.8713], [-0.7698, -3.0328, -4.1161], [8.1677, -2.1156, -4.3318], [7.0414, -2.3613, -3.3328], [5.8902, -1.3502, -3.4360], [6.1621, -0.0899, -2.8601], [6.8532, 0.8221, -3.6878], [7.6067, -2.4197, -1.9819], [8.7857, -1.2641, -4.0476], [8.8224, -2.9862, -4.3802], [7.7732, -1.9336, -5.3337], [6.6162, -3.3443, -3.5572], [5.0419, -1.7467, -2.8712], [5.5543, -1.2312, -4.4749], [6.5620, 0.7141, -4.7371], [7.9372, 0.7094, -3.5937], [6.5905, 1.8266, -3.3555], [6.8755, -2.6840, -1.3272], [7.8477, -1.4696, -1.7107], [-6.6525, -1.7858, 1.5400], [-5.3041, -1.3796, 0.9517], [-5.0466, 0.1324, 0.9882], [-5.7314, 0.8740, -0.0082], [-7.0589, 1.2325, 0.3079], [-5.1838, -1.9309, -0.4008], [-7.4781, -1.5510, 0.8676], [-6.6759, -2.8620, 1.7135], [-6.8346, -1.2860, 2.4947], [-4.5269, -1.8431, 1.5666], [-3.9885, 0.2962, 0.7860], [-5.2470, 0.5549, 1.9826], [-7.1726, 1.4524, 1.3742], [-7.7663, 0.4501, 0.0184], [-7.3012, 2.1312, -0.2603], [-4.2435, -1.7576, -0.7566], [-5.7838, -1.3825, -1.0116]]}